(1)
{"formula": "C5H12NOS", "method": "ωB97M-V/def2-TZVPD", "de_lowest_ev": 4.6919, "e_tot_ha": -725.78216, "gap_ev": [5.43, 5.69], "total_charge": -1, "lumo_ev": [3.718, 3.726], "spin_multiplicity": 1, "species": ["C", "C", "C", "C", "C", "N", "O", "S", "H", "H", "H", "H", "H", "H", "H", "H", "H", "H", "H", "H"], "positions_angstrom": [[-0.897224, -1.507390, -0.439519], [-1.059306, 0.570821, 1.045521], [-1.825324, 0.660735, -1.381750], [2.913014, -0.259082, 0.957667], [-1.037863, -0.023670, -0.307444], [1.114440, 0.861112, -0.854567], [1.243188, 1.708360, 0.066311], [2.199128, -0.596209, -0.660257], [-0.550490, -1.771894, -1.438338], [-0.173012, -1.894587, 0.275863], [-1.854340, -2.031549, -0.264363], [-1.966378, 1.143452, 1.263759], [-0.207727, 1.298380, 1.114536], [-0.908654, -0.176734, 1.826479], [-1.751958, 1.741476, -1.273900], [-1.441028, 0.389307, -2.365080], [-2.896016, 0.387030, -1.353061], [2.484096, 0.718441, 1.227875], [3.996328, -0.195740, 0.886074], [2.619126, -1.022259, 1.674198]], "atomic_forces_ev_per_a": [[-0.21, 0.33, 0.13], [0.23, 0.10, -0.09], [0.19, -0.17, 0.27], [-0.10, -0.26, -0.32], [0.48, 0.02, -0.13], [-1.48, 0.46, 0.08], [0.38, 0.26, -0.33], [0.77, -0.44, 0.24], [0.05, -0.12, -0.11], [0.07, -0.07, 0.00], [-0.06, -0.04, -0.04], [-0.18, -0.01, 0.05], [-0.20, -0.17, 0.05], [-0.07, -0.06, 0.09], [0.00, 0.14, -0.05], [0.01, 0.02, -0.15], [-0.04, 0.03, -0.01], [0.06, -0.06, 0.04], [0.06, 0.03, 0.12], [0.03, 0.01, 0.18]]}

(2)
{"formula": "C4H8BN", "method": "ωB97M-V/def2-TZVPD", "de_lowest_ev": 2.7312, "smiles": "CB[C@@H](C)C#N", "e_tot_ha": -236.73317, "gap_ev": 10.53, "lumo_ev": 0.086, "spin_multiplicity": 1, "species": ["B", "C", "C", "C", "C", "N", "H", "H", "H", "H", "H", "H", "H", "H"], "positions_angstrom": [[0.216251, 0.003393, 0.540117], [0.791819, -1.836758, -1.108362], [1.666852, 0.788345, 0.919420], [-1.648393, -1.039081, -1.230624], [-0.368228, -1.377453, -0.408388], [1.673339, -2.301059, -1.707514], [-0.591131, 0.616278, 1.086289], [-0.582665, -2.118430, 0.308079], [1.412679, 1.350366, 1.955310], [1.955774, 1.384285, 0.138784], [2.482640, -0.030262, 0.964695], [-2.509793, -0.996943, -0.676425], [-1.494772, -0.099939, -1.760563], [-1.649263, -2.010705, -1.851960]], "atomic_forces_ev_per_a": [[1.02, -0.19, -0.47], [1.09, -1.36, -1.95], [-2.00, -4.10, 2.96], [3.51, -2.32, -1.92], [1.24, 4.04, 1.86], [-0.91, 0.82, 0.87], [-1.45, 0.15, 0.28], [-0.44, -0.98, 1.13], [1.13, -1.25, -2.60], [0.63, 2.02, -1.81], [-1.01, 1.45, 0.45], [-1.85, 0.11, 1.64], [-0.19, -0.39, -0.49], [-0.76, 2.00, 0.04]]}